This record from the OMol25 dataset describes a structure of composition C38H43CdN9O2S2 at a distorted geometry. The level of theory is the ωB97M-V functional and the def2-TZVPD basis.

XYZ file:
```
95
Properties=species:S:1:pos:R:3
Cd -0.16 -0.93 -1.19
N -4.43 1.38 4.32
C -3.42 0.55 3.89
C -2.39 0.22 4.78
C -1.30 -0.51 4.40
C -1.25 -1.04 3.13
C -2.29 -0.76 2.24
C -3.37 0.00 2.61
S 0.02 -2.14 2.62
O 0.96 -2.28 3.70
O -0.68 -3.35 2.20
N 0.56 -1.31 1.34
C 1.84 -1.42 0.92
N 1.98 -1.15 -0.42
C 3.20 -1.08 -0.90
C 4.32 -1.32 -0.14
C 4.07 -1.76 1.17
N 2.85 -1.77 1.71
H -4.51 1.50 5.32
H -5.35 1.26 3.89
H -2.41 0.64 5.79
H -0.48 -0.74 5.06
H -2.25 -1.21 1.26
H -4.14 0.20 1.86
H 3.30 -0.81 -1.96
H 5.31 -1.24 -0.53
H 4.85 -2.08 1.84
N 1.02 -1.32 -3.63
C 0.86 -1.24 -4.76
C 0.58 -1.17 -6.16
C -0.75 -1.11 -6.56
C -0.98 -1.08 -7.93
C 0.04 -1.04 -8.87
C 1.35 -1.02 -8.45
C 1.62 -1.11 -7.09
H -1.57 -1.09 -5.85
H -2.03 -1.09 -8.22
H -0.22 -0.98 -9.91
H 2.19 -0.93 -9.12
H 2.62 -1.06 -6.69
N -7.69 -0.95 -1.74
C -6.54 -0.98 -1.67
C -5.09 -0.93 -1.56
C -4.34 -2.08 -1.72
C -2.95 -2.00 -1.69
C -2.29 -0.84 -1.36
C -3.09 0.27 -1.12
C -4.45 0.27 -1.27
H -4.81 -3.05 -1.87
H -2.39 -2.89 -1.92
H -2.68 1.23 -0.87
H -5.00 1.19 -1.17
C 0.70 2.29 5.52
C -0.05 3.41 4.81
C 0.15 3.51 3.29
C -0.25 2.18 2.60
N -0.34 2.14 1.15
C 0.72 2.07 0.32
S 0.47 1.76 -1.32
N 1.91 2.19 0.92
C 3.21 2.26 0.27
C 4.05 3.48 0.67
C 3.61 4.82 0.12
C 2.40 5.44 0.83
H 0.49 2.26 6.59
H 1.77 2.49 5.40
H 0.48 1.30 5.11
H 0.21 4.40 5.24
H -1.12 3.30 5.08
H 1.20 3.81 3.06
H -0.45 4.33 2.88
H -1.24 1.96 3.00
H 0.37 1.34 2.91
H -1.18 1.79 0.68
H 1.92 2.23 1.92
H 3.03 2.30 -0.80
H 3.74 1.35 0.48
H 5.08 3.33 0.32
H 4.15 3.52 1.77
H 3.40 4.68 -0.94
H 4.46 5.49 0.17
H 1.48 4.89 0.68
H 2.25 6.45 0.47
H 2.60 5.49 1.93
C 0.43 -6.27 -1.11
C 1.29 -5.43 -1.85
C 1.01 -4.08 -1.86
N -0.06 -3.54 -1.25
C -0.86 -4.34 -0.58
C -0.65 -5.71 -0.46
H 0.58 -7.33 -1.06
H 2.19 -5.80 -2.34
H 1.64 -3.41 -2.40
H -1.69 -3.90 -0.05
H -1.34 -6.30 0.15
```

Results
- Energy above the lowest of the compared OMol25 structures with the same formula, charge and spin: 0.0 kcal/mol
- Maximum force: 1.47 eV Å⁻¹
- E_tot: -83845.0358 eV
- Orbital gap: 7.6823 eV
- Net charge: 0

This record from the OMol25 dataset describes a cluster of 2 separate species, C4H8O in total at a distorted geometry. The level of theory is the ωB97M-V functional and the def2-TZVPD basis.

XYZ file:
```
13
Properties=species:S:1:pos:R:3
C -1.78 0.61 0.05
C -1.21 -0.36 0.76
O 0.62 -1.82 -0.62
C 1.05 -0.87 -0.02
C 1.41 0.45 -0.65
H -0.61 0.05 1.55
H -2.74 0.48 -0.41
H -1.32 1.60 0.10
H -1.40 -1.43 0.69
H 1.34 -0.95 1.05
H 0.87 0.59 -1.59
H 1.28 1.33 0.00
H 2.48 0.34 -0.85
```

Results
- Energy above the lowest of the compared OMol25 structures with the same formula, charge and spin: 48.8 kcal/mol
- Maximum force: 1.23 eV Å⁻¹
- E_tot: -6323.0537 eV
- Orbital gap: 10.5796 eV
- Net charge: 0

This record from the OMol25 dataset describes an isolated molecule of C3H6OS at a distorted geometry. The level of theory is the ωB97M-V functional and the def2-TZVPD basis.

XYZ file:
```
11
Properties=species:S:1:pos:R:3
C 1.60 -0.70 -0.51
C 0.25 -0.45 -0.07
C -1.71 0.80 0.31
O -0.29 0.77 0.09
S 2.60 0.26 0.91
H 1.92 -1.77 -0.75
H 1.89 -0.11 -1.44
H -0.29 -1.33 0.41
H -1.82 0.63 1.40
H -2.18 0.05 -0.39
H -1.96 1.84 0.03
```

Results
- Energy above the lowest of the compared OMol25 structures with the same formula, charge and spin: 82.3 kcal/mol
- Maximum force: 2.96 eV Å⁻¹
- E_tot: -16087.4222 eV
- Orbital gap (spin up / spin down): 6.6117 / 6.4716 eV
- Net charge: 0

This record from the OMol25 dataset describes a structure of composition C13H25F2O6Ti. The level of theory is the ωB97M-V functional and the def2-TZVPD basis.

XYZ file:
```
47
Properties=species:S:1:pos:R:3
Ti 0.40 -0.31 -0.22
C -1.05 0.82 -2.84
C -1.85 -0.41 -2.55
O -0.99 -1.27 -1.83
C -1.56 -2.55 -1.56
C -0.57 -3.24 -0.66
O -0.30 -2.39 0.46
C -1.19 -2.58 1.56
C -0.84 -1.55 2.59
O -0.97 -0.26 1.99
C -0.96 0.76 2.98
C -0.99 2.09 2.28
O 0.02 2.19 1.29
C 1.35 2.13 1.78
C 2.25 2.42 0.60
O 1.95 1.49 -0.45
C 1.68 2.10 -1.71
C 0.22 2.51 -1.75
O -0.60 1.34 -1.58
H -1.67 1.57 -3.34
H -0.19 0.57 -3.47
H -2.18 -0.88 -3.48
H -2.73 -0.17 -1.94
H -1.70 -3.11 -2.49
H -2.53 -2.42 -1.07
H 0.39 -3.38 -1.17
H -0.94 -4.21 -0.32
H -1.07 -3.58 1.97
H -2.23 -2.45 1.23
H 0.19 -1.69 2.94
H -1.52 -1.64 3.44
H -0.07 0.65 3.61
H -1.84 0.67 3.62
H -0.89 2.90 3.02
H -1.93 2.22 1.74
H 1.58 1.13 2.18
H 1.52 2.87 2.57
H 3.30 2.32 0.88
H 2.07 3.44 0.25
H 1.88 1.33 -2.46
H 2.34 2.94 -1.89
H -0.03 3.01 -2.70
H -0.01 3.18 -0.93
F 2.47 -2.61 -0.77
C 2.28 -1.26 -0.71
F 2.17 -0.99 0.82
H 3.26 -0.82 -0.91
```

Results
- Multiplicity: 3
- <S²>: 2.00
- Maximum force: 0.12 eV Å⁻¹
- E_tot: -54714.0167 eV
- Orbital gap (spin up / spin down): 7.4490 / 9.4237 eV
- Net charge: +1

This record from the OMol25 dataset describes a structure of composition C21H50F6Li2O13S2V at a distorted geometry. The level of theory is the ωB97M-V functional and the def2-TZVPD basis.

XYZ file:
```
95
Properties=species:S:1:pos:R:3
O 6.84 -39.32 -3.53
V 5.97 -38.54 -4.63
Li 6.00 -34.71 -7.99
Li 4.13 -39.99 -9.15
C 3.04 -41.94 -5.47
F 2.29 -40.85 -5.32
F 3.15 -42.59 -4.35
F 2.48 -42.72 -6.36
S 4.70 -41.37 -6.09
O 5.58 -42.50 -6.03
O 4.52 -40.79 -7.41
O 5.04 -40.32 -5.10
C 2.38 -36.69 -6.57
F 1.73 -37.80 -6.28
F 1.75 -35.95 -7.44
F 2.59 -35.99 -5.45
S 4.06 -37.16 -7.27
O 4.60 -35.94 -7.85
O 4.87 -37.64 -6.11
O 3.78 -38.19 -8.24
C -3.50 -30.76 -6.35
C -2.01 -30.64 -6.10
O -1.32 -31.88 -6.22
C -1.10 -32.27 -7.57
C -0.25 -33.51 -7.54
H -3.88 -30.77 -7.37
H -3.86 -31.65 -5.82
H -4.06 -29.95 -5.88
H -1.54 -29.88 -6.74
H -1.79 -30.34 -5.08
H -2.05 -32.37 -8.10
H -0.57 -31.43 -8.05
H -0.11 -33.97 -8.52
H -0.69 -34.25 -6.86
H 0.75 -33.41 -7.12
C 3.32 -31.55 -7.91
C 3.75 -33.03 -8.00
O 5.00 -33.21 -8.69
C 4.85 -33.16 -10.13
C 6.00 -32.38 -10.71
H 3.43 -31.07 -8.88
H 2.29 -31.53 -7.56
H 3.97 -31.11 -7.16
H 3.97 -33.35 -6.97
H 2.96 -33.67 -8.38
H 4.84 -34.19 -10.50
H 3.91 -32.71 -10.44
H 7.00 -32.79 -10.50
H 6.15 -31.42 -10.21
H 5.89 -32.26 -11.78
C -4.34 -41.89 -4.47
C -3.15 -41.33 -5.19
O -2.93 -40.00 -4.71
C -1.60 -39.57 -4.83
C -1.50 -38.09 -4.60
H -4.25 -41.88 -3.38
H -5.28 -41.39 -4.71
H -4.44 -42.96 -4.67
H -2.29 -42.00 -5.12
H -3.33 -41.27 -6.27
H -1.04 -40.17 -4.09
H -1.07 -39.83 -5.76
H -1.83 -37.51 -5.47
H -0.54 -37.78 -4.19
H -2.22 -37.81 -3.81
C -0.08 -38.45 -8.98
C -0.61 -39.79 -8.57
C -2.14 -39.91 -8.65
O -0.10 -40.79 -9.49
H -0.56 -38.18 -9.92
H 1.00 -38.46 -9.13
H -0.33 -37.65 -8.27
H -0.31 -40.12 -7.58
H -2.38 -40.95 -8.41
H -2.58 -39.57 -9.58
H -2.59 -39.35 -7.82
H -0.79 -41.44 -9.60
C 2.13 -33.93 -2.79
C 3.58 -34.06 -3.20
O 4.06 -35.31 -2.63
H 1.81 -32.90 -2.95
H 1.98 -34.24 -1.76
H 1.43 -34.55 -3.34
H 4.16 -33.26 -2.74
H 3.76 -34.00 -4.27
H 5.02 -35.22 -2.54
C 1.88 -38.41 -2.75
C 3.31 -38.89 -2.44
O 4.24 -38.11 -3.22
H 1.63 -38.71 -3.77
H 1.85 -37.32 -2.78
H 1.23 -38.69 -1.92
H 3.31 -39.98 -2.55
H 3.54 -38.70 -1.39
H 4.04 -37.17 -3.06
```

Results
- Multiplicity: 2
- <S²>: 0.84
- Maximum force: 6.41 eV Å⁻¹
- E_tot: -113265.2292 eV
- Orbital gap (spin up / spin down): 4.5463 / 5.0819 eV
- Net charge: +2

This record from the OMol25 dataset describes a structure of composition C30H42GeIrN7O6S2 at a distorted geometry. The level of theory is the ωB97M-V functional and the def2-TZVPD basis.

XYZ file:
```
89
Properties=species:S:1:pos:R:3
Ir 1.77 1.82 -0.10
N 1.74 1.10 1.84
C 1.01 1.83 2.89
C -0.41 2.17 2.49
C -0.47 3.31 1.48
N -0.06 2.86 0.13
H 1.44 0.13 1.75
H 2.75 1.09 2.08
H 1.58 2.74 3.10
H 1.01 1.22 3.80
H -0.97 2.45 3.37
H -0.90 1.29 2.07
H 0.20 4.12 1.76
H -1.48 3.71 1.43
H 0.04 3.70 -0.44
H -0.81 2.29 -0.28
C 6.82 1.12 -2.23
N 5.82 1.16 -1.19
C 6.05 1.59 0.17
C 4.68 1.40 0.78
O 4.44 1.53 1.97
N 3.78 1.08 -0.22
C 4.54 0.84 -1.33
N 4.06 0.23 -2.40
H 7.62 1.81 -1.96
H 6.39 1.48 -3.17
H 7.23 0.12 -2.37
H 6.33 2.64 0.23
H 6.79 0.97 0.68
H 3.05 0.01 -2.43
H 4.59 0.25 -3.26
N 2.53 -1.63 0.78
H 3.28 -1.74 1.45
H 2.91 -1.86 -0.13
H 1.86 -2.36 1.01
O 1.53 -0.53 -2.40
C 0.61 -0.54 -1.59
O 0.48 0.31 -0.63
C -0.45 -1.62 -1.68
C -0.89 -2.18 -0.31
Ge -2.84 -2.28 -0.04
C -3.52 -3.36 -1.52
C -3.11 -4.68 -1.66
C -3.53 -5.46 -2.72
C -4.39 -4.91 -3.67
C -4.81 -3.60 -3.55
C -4.38 -2.83 -2.48
C -3.70 -0.54 -0.08
C -5.09 -0.46 0.02
C -5.74 0.76 0.01
C -5.01 1.94 -0.11
C -3.63 1.88 -0.21
C -2.98 0.65 -0.19
C -3.16 -3.14 1.68
C -2.72 -2.51 2.84
C -2.94 -3.07 4.09
C -3.62 -4.28 4.19
C -4.07 -4.91 3.04
C -3.85 -4.34 1.79
H -0.01 -2.39 -2.31
H -1.30 -1.23 -2.25
H -0.38 -1.65 0.50
H -0.60 -3.23 -0.23
H -2.44 -5.12 -0.92
H -3.20 -6.48 -2.81
H -4.73 -5.52 -4.51
H -5.47 -3.17 -4.29
H -4.71 -1.80 -2.40
H -5.68 -1.37 0.12
H -6.82 0.80 0.09
H -5.52 2.89 -0.13
H -3.07 2.80 -0.31
H -1.90 0.58 -0.27
H -2.20 -1.55 2.78
H -2.59 -2.57 4.98
H -3.79 -4.73 5.16
H -4.61 -5.85 3.12
H -4.22 -4.84 0.91
C 3.68 5.81 1.01
S 3.15 4.64 -0.19
O 4.30 4.18 -0.93
O 2.05 5.19 -0.96
O 2.62 3.52 0.68
H 4.12 6.64 0.47
H 4.42 5.33 1.65
H 2.82 6.14 1.58
S 1.62 2.57 -2.24
C 3.05 2.77 -3.09
N 3.98 2.85 -3.77
```

Results
- Multiplicity: 2
- <S²>: 0.76
- Energy above the lowest of the compared OMol25 structures with the same formula, charge and spin: 21.4 kcal/mol
- Maximum force: 1.31 eV Å⁻¹
- E_tot: -135530.6818 eV
- Orbital gap (spin up / spin down): 8.6510 / 5.1018 eV
- Net charge: +1

This record from the OMol25 dataset describes a structure of composition C29H36CaCl2N4O7Si at a distorted geometry. The level of theory is the ωB97M-V functional and the def2-TZVPD basis.

XYZ file:
```
80
Properties=species:S:1:pos:R:3
Ca 0.98 -0.46 1.14
N -1.57 -2.19 4.45
C -2.63 -2.67 3.53
C -2.16 -2.81 2.07
N -1.58 -1.57 1.58
C -2.47 -0.37 1.50
C -2.19 0.63 2.59
N -0.78 1.14 2.49
H -1.05 -1.35 4.16
H -0.83 -2.89 4.57
H -3.52 -1.98 3.52
H -3.01 -3.63 3.95
H -3.05 -3.17 1.47
H -1.39 -3.57 1.95
H -1.36 -1.70 0.57
H -3.50 -0.72 1.57
H -2.23 0.12 0.56
H -2.30 0.19 3.59
H -2.92 1.47 2.49
H -0.39 1.26 3.42
H -0.65 1.90 1.85
O 2.26 -1.65 5.28
C 2.22 -1.42 4.08
O 1.58 -0.51 3.49
C 2.91 -2.46 3.18
C 3.76 -3.46 3.61
C 4.18 -4.40 2.62
C 3.84 -4.35 1.29
C 3.00 -3.23 0.94
N 2.58 -2.36 1.87
C 2.45 -2.94 -0.44
O 2.73 -3.76 -1.32
O 1.59 -2.02 -0.49
H 3.94 -3.56 4.67
H 4.85 -5.23 2.99
H 4.21 -5.03 0.57
C -2.92 -1.06 -2.39
C -1.55 -0.64 -3.01
C -0.55 -1.82 -3.03
C -1.73 -0.16 -4.50
Si -0.76 0.72 -1.97
O -0.49 0.26 -0.46
C 0.76 1.41 -2.82
C 0.59 2.45 -3.71
C 1.66 3.03 -4.37
C 2.95 2.66 -4.04
C 3.18 1.64 -3.09
C 2.08 1.01 -2.49
C -1.84 2.34 -1.97
C -1.30 3.33 -1.21
C -1.86 4.59 -1.08
C -3.01 4.91 -1.82
C -3.62 3.93 -2.55
C -3.06 2.63 -2.64
H -3.37 -1.78 -3.09
H -3.59 -0.17 -2.29
H -2.79 -1.53 -1.43
H -1.00 -2.65 -3.53
H -0.31 -2.10 -2.02
H 0.42 -1.62 -3.46
H -2.35 -0.86 -5.01
H -0.76 -0.12 -4.99
H -2.25 0.80 -4.62
H -0.40 2.69 -3.98
H 1.47 3.81 -5.10
H 3.86 2.99 -4.52
H 4.21 1.29 -2.82
H 2.28 0.21 -1.78
H -0.40 3.15 -0.64
H -1.33 5.36 -0.49
H -3.40 5.90 -1.70
H -4.48 4.13 -3.14
H -3.51 1.92 -3.32
Cl 4.41 2.51 4.50
C 3.02 2.23 3.37
Cl 1.66 3.45 3.55
C 3.32 2.19 1.89
O 4.17 2.95 1.41
O 2.54 1.40 1.31
H 2.56 1.33 3.67
```

Results
- Energy above the lowest of the compared OMol25 structures with the same formula, charge and spin: 12.6 kcal/mol
- Maximum force: 3.02 eV Å⁻¹
- E_tot: -102321.5960 eV
- Orbital gap: 8.0978 eV
- Net charge: -2

This record from the OMol25 dataset describes a structure of composition C20H25BrN2O10PSn. The level of theory is the ωB97M-V functional and the def2-TZVPD basis.

XYZ file:
```
60
Properties=species:S:1:pos:R:3
Sn -2.79 -0.87 -1.01
O -4.89 -2.98 4.47
C -3.79 -2.27 4.61
O -3.33 -2.00 5.69
C -3.11 -1.80 3.37
C -1.91 -1.10 3.40
N -1.56 -0.83 2.15
N -2.44 -1.33 1.28
C -3.40 -1.91 1.99
C -4.54 -2.53 1.22
O -5.39 -3.19 1.85
O -4.50 -2.34 -0.02
H -5.15 -3.10 3.49
H -1.32 -0.80 4.24
H -0.66 -0.42 1.78
Br 0.67 4.23 2.62
C -0.22 4.21 0.94
C -0.06 5.28 0.08
C -0.70 5.26 -1.15
C -1.49 4.17 -1.51
C -1.65 3.11 -0.63
C -1.01 3.12 0.60
C -2.46 1.92 -1.05
O -2.73 1.74 -2.24
O -2.77 1.09 -0.10
H 0.56 6.12 0.37
H -0.58 6.09 -1.83
H -1.97 4.12 -2.48
H -1.12 2.28 1.27
C 0.30 -3.57 -0.27
C 1.43 -2.88 -1.02
C 1.12 -2.72 -2.50
C 2.73 -3.64 -0.83
O 1.69 -1.58 -0.42
P 0.74 -0.30 -0.32
O 0.71 0.14 1.11
O -0.59 -0.56 -0.98
O 1.44 0.78 -1.26
C 2.79 1.31 -1.19
C 3.30 1.40 0.23
C 3.68 0.42 -2.05
C 2.66 2.70 -1.80
H 0.16 -4.58 -0.66
H -0.63 -3.03 -0.36
H 0.55 -3.64 0.79
H 0.97 -3.71 -2.95
H 1.95 -2.23 -3.01
H 0.22 -2.13 -2.66
H 2.65 -4.64 -1.25
H 2.98 -3.71 0.23
H 3.55 -3.12 -1.34
H 3.41 0.41 0.69
H 2.62 1.98 0.85
H 4.28 1.89 0.22
H 3.77 -0.57 -1.61
H 4.68 0.86 -2.11
H 3.27 0.33 -3.05
H 2.07 3.34 -1.15
H 2.16 2.63 -2.77
H 3.65 3.15 -1.94
```

Results
- Energy above the lowest of the compared OMol25 structures with the same formula, charge and spin: 1.9 kcal/mol
- Maximum force: 0.75 eV Å⁻¹
- E_tot: -129774.4816 eV
- Orbital gap: 8.5559 eV
- Net charge: -1